[1]
ORCA calculation (the ωB97M-V functional and the def2-TZVPD basis) on C23H30NPdSSi2 as an isolated structure.

Each line ends with the natural charge from an NBO analysis.
Geometry (Å):
Pd -0.9187 -0.5194 1.3844  0.24
C -1.2120 -3.2689 -1.0011  -1.16
Si -2.0792 -2.2446 0.2666  1.65
C -2.9968 -3.3193 1.4583  -1.16
C -3.2876 -1.1543 -0.6237  -0.52
C -4.2989 -1.8126 -1.3361  -0.14
C -5.2672 -1.0952 -2.0233  -0.21
C -5.2380 0.2925 -2.0118  -0.18
C -4.2406 0.9577 -1.3139  -0.20
C -3.2570 0.2474 -0.6128  -0.51
Si -1.9996 1.2695 0.2945  1.60
C -1.1074 2.2995 -0.9569  -1.16
C -2.8915 2.3718 1.4872  -1.16
H -1.9853 -3.8628 -1.4946  0.26
H -0.4848 -3.9522 -0.5570  0.25
H -0.7034 -2.6603 -1.7491  0.25
H -3.7110 -3.9114 0.8796  0.26
H -3.5401 -2.7286 2.1952  0.26
H -2.3339 -4.0062 1.9892  0.25
H -4.3417 -2.8970 -1.3581  0.20
H -6.0444 -1.6176 -2.5661  0.23
H -5.9929 0.8564 -2.5448  0.22
H -4.2397 2.0431 -1.3185  0.21
H -1.8676 2.9289 -1.4259  0.26
H -0.6214 1.7013 -1.7286  0.25
H -0.3552 2.9480 -0.4998  0.25
H -3.5788 2.9965 0.9104  0.25
H -2.2097 3.0294 2.0318  0.25
H -3.4632 1.7951 2.2137  0.26
C -0.7646 -0.4964 3.5877  -0.82
H -0.1176 0.3465 3.8167  0.20
H -0.3258 -1.4643 3.8169  0.21
H -1.7735 -0.3788 3.9646  0.21
N 1.0098 -0.7189 0.3540  -1.19
S 2.3678 -0.1770 1.0056  1.11
C 2.5659 1.5384 0.5660  -0.18
C 2.6193 1.9291 -0.7667  -0.24
C 2.6800 3.2791 -1.0648  -0.19
C 2.6894 4.2212 -0.0392  -0.18
C 2.6381 3.8193 1.2871  -0.20
C 2.5712 2.4655 1.5976  -0.23
C 3.7048 -0.8944 0.0518  -0.17
C 3.4672 -2.0743 -0.6337  -0.24
C 4.5110 -2.6572 -1.3417  -0.19
C 5.7659 -2.0675 -1.3446  -0.18
C 5.9911 -0.8925 -0.6373  -0.19
C 4.9593 -0.2974 0.0703  -0.24
H 0.9414 -0.4796 -0.6354  0.37
H 2.6235 1.1917 -1.5613  0.23
H 2.7251 3.5998 -2.0970  0.23
H 2.7421 5.2747 -0.2801  0.23
H 2.6516 4.5541 2.0806  0.23
H 2.5231 2.1349 2.6282  0.23
H 2.4837 -2.5248 -0.6126  0.24
H 4.3417 -3.5765 -1.8858  0.23
H 6.5748 -2.5244 -1.8989  0.23
H 6.9726 -0.4382 -0.6357  0.23
H 5.1290 0.6208 0.6187  0.23

The net charge is +1. The value obtained for the lowest unoccupied orbital energy (alpha / beta) is -4.01 / -4.16 eV.

[2]
ORCA calculation (the ωB97M-V functional and the def2-TZVPD basis) on a 2-piece molecular cluster, C3H9NOS overall.

Each line ends with the natural charge from an NBO analysis.
Geometry (Å):
C 2.7255 0.6640 0.8449  -0.61
C 1.4318 -0.0174 0.3476  -0.58
S 1.9237 -1.3618 -0.7208  0.74
H 3.2717 1.0860 -0.0081  0.23
H 3.3583 -0.0467 1.3689  0.24
H 2.4225 1.4780 1.5069  0.28
H 0.8234 -0.4333 1.1487  0.28
H 0.8879 0.6848 -0.2860  0.27
H 2.3457 -0.5884 -1.7473  0.15
C -3.5692 -0.5064 -0.8573  0.51
N -2.7272 -0.0235 0.1097  -0.86
O -4.4107 -1.3433 -0.6664  -0.55
H -3.5545 -0.0306 -1.8542  0.12
H -1.9599 0.4962 -0.2715  0.37
H -2.9689 -0.0577 1.0848  0.42

As for the spin multiplicity: 2. Its expectation value of S² is 0.75. The net charge is +1. The value obtained for the lowest unoccupied orbital energy (alpha / beta) is -4.50 / -9.43 eV. The value obtained for the energy above the lowest of the compared OMol25 structures with the same formula, charge and spin is 18.49 kcal per mole.

[3]
ORCA calculation (the ωB97M-V functional and the def2-TZVPD basis) on C27H46BrCuNOP2S as an isolated structure.

Each line ends with the Mulliken spin population.
Geometry (Å):
N 1.8109 3.3831 5.4696  0.00
C 0.8064 3.9517 4.7753  0.00
C -0.3496 3.2385 4.4261  0.00
C -0.4330 1.8620 4.7660  0.00
C 0.6189 1.2802 5.5029  0.00
C 1.7258 2.0850 5.8130  0.00
C -1.4872 1.0125 4.2458  0.00
Cu -0.1742 -2.1621 -0.4564  0.17
P -0.7100 -1.1610 -2.6811  0.32
C -1.3660 -0.3564 4.3182  0.00
C -1.8710 -1.2102 3.2555  0.00
C -1.2093 -2.4493 3.0252  0.01
C -1.3053 -3.0796 1.7703  0.00
C -2.1681 -2.5194 0.7886  0.00
C -2.9249 -1.3489 1.0710  0.00
C -2.8605 -0.7648 2.3488  0.00
Br -2.7623 -3.6019 -0.7010  0.01
H -2.2887 1.5078 3.6829  0.00
H -0.7757 -0.8550 5.0936  0.00
H -1.1428 3.7390 3.8541  0.00
H 0.6416 0.2259 5.7715  0.00
H 0.9500 5.0209 4.5193  0.00
H 2.5770 1.6607 6.3691  0.00
H -0.6609 -2.8982 3.8867  0.00
H -3.6383 -0.0643 2.7370  0.00
H -0.7700 -4.0062 1.5324  0.00
H -3.6136 -0.9481 0.3172  0.00
P 1.7166 -0.6693 -0.0362  0.16
C -2.4068 -0.3437 -2.6194  0.05
C -3.5078 -0.9503 -3.4861  0.02
H -2.2680 0.7094 -2.9114  0.00
H -2.7244 -0.3171 -1.5635  -0.01
H -4.3915 -0.3000 -3.3861  0.00
H -3.2759 -0.9410 -4.5709  0.00
H -3.7938 -1.9650 -3.1528  0.00
C -0.5450 -2.9768 -3.1973  0.03
C -0.9288 -3.5079 -4.5878  0.03
H -1.2599 -3.4532 -2.4820  0.00
H 0.4642 -3.3971 -2.9274  0.00
H -0.9864 -4.5949 -4.4186  0.00
H -1.9517 -3.1892 -4.8958  0.00
H -0.1898 -3.3394 -5.3967  0.00
C 0.0149 -0.3369 -4.2080  0.05
C -0.8757 -0.3020 -5.4406  0.02
H 0.9314 -0.8989 -4.4285  0.00
H 0.3134 0.6802 -3.9110  0.00
H -0.3000 0.1782 -6.2383  0.00
H -1.1386 -1.3043 -5.8024  0.00
H -1.7882 0.2852 -5.3089  0.00
C 2.7209 0.7373 -0.7932  0.02
C 2.9185 0.7014 -2.3037  0.00
H 3.7171 0.7086 -0.3151  0.01
H 2.2713 1.6879 -0.4668  0.00
H 3.7046 1.4272 -2.5748  0.00
H 3.2491 -0.2939 -2.6424  0.00
H 2.0053 0.9855 -2.8443  0.00
C 3.1670 -1.8768 -0.1445  0.02
C 2.8577 -3.1649 0.5957  0.01
H 4.0889 -1.3661 0.2144  0.00
H 3.2970 -2.0611 -1.2183  0.00
H 3.4114 -4.0048 0.1633  0.00
H 3.1278 -3.0706 1.6533  0.00
H 1.7892 -3.4269 0.5201  0.00
C 1.8629 -0.2017 1.7648  0.03
C 2.6019 1.0890 2.1550  0.00
H 2.3390 -1.0721 2.2482  0.00
H 0.8183 -0.1501 2.1226  0.01
H 2.7664 1.1143 3.2416  0.00
H 3.5783 1.1727 1.6512  0.00
H 2.0158 1.9869 1.9029  0.00
C -1.7747 4.0213 0.2041  0.00
S -0.5550 2.8319 -0.4401  0.00
C 0.3665 3.9473 -1.5661  0.00
O 0.3549 2.5301 0.7263  0.00
H -2.1904 4.6081 -0.6272  0.00
H -1.2691 4.6623 0.9378  0.00
H -2.5398 3.3949 0.6814  0.00
H 0.4009 4.9429 -1.1017  0.00
H 1.3689 3.5469 -1.7698  0.00
H -0.1981 3.9845 -2.5065  0.00

As for the spin multiplicity: 2. Its expectation value of S² is 0.76. The net charge is +2. The value obtained for the lowest unoccupied orbital energy (alpha / beta) is -6.26 / -9.05 eV.